ORCA calculation (wB97M-V/def2-TZVPD) on 2 unconnected molecules or ions with the total composition C20H32NO4Si2 in a non-equilibrium geometry.

Calculated values
frontier orbital gap: 4.3 eV
charge: -1
E_HOMO: -3.49 eV

Last columns: bonded neighbours and bond lengths (Å).
Geometry (Å):
1 O 2.4135 1.6816 6.3992  C2 1.261
2 C 1.9906 0.9300 5.4786  O1 1.261, O3 1.447, C15 1.608
3 O 1.6417 -0.4707 5.5759  C2 1.447, C4 1.447
4 C 0.7596 -0.7361 4.4599  O3 1.447, O5 1.247, C6 1.589
5 O -0.0714 -1.6644 4.5010  C4 1.247
6 C 1.0023 0.3339 3.3103  C4 1.589, C7 1.592, C15 1.425
7 C 0.5969 0.3595 1.7705  C6 1.592, C8 1.608, H19 1.157, H20 1.147
8 C -0.9842 0.3279 1.4808  C7 1.608, C9 1.595, H21 1.157, H22 1.159
9 C -1.8465 1.3707 2.3249  C8 1.595, C10 1.579, C14 1.550
10 C -2.5575 2.5407 1.5382  C9 1.579, C11 1.575, H23 1.138
11 C -3.4598 3.5725 2.3145  C10 1.575, C12 1.557, H24 1.154
12 C -3.7005 3.5121 3.8512  C11 1.557, C13 1.553, H25 1.152
13 C -2.9916 2.3722 4.6322  C12 1.553, C14 1.576, H26 1.138
14 C -2.0926 1.3372 3.8544  C9 1.550, C13 1.576, H27 1.138
15 C 1.7616 1.3589 3.9456  C2 1.608, C6 1.425, C16 1.596
16 C 2.2755 2.6424 3.1478  C15 1.596, C17 1.607, H28 1.152, H29 1.160
17 C 3.0164 3.7488 4.0475  C16 1.607, O18 1.472, H30 1.151, H31 1.145
18 O 3.9662 4.4834 3.1960  C17 1.472, H32 0.982
19 H 1.0369 -0.5948 1.2860  C7 1.157
20 H 1.0302 1.2421 1.1802  C7 1.147
21 H -1.3809 -0.7581 1.5336  C8 1.157
22 H -1.1123 0.6266 0.3685  C8 1.159
23 H -2.4771 2.6827 0.4119  C10 1.138
24 H -4.0076 4.4160 1.7492  C11 1.154
25 H -4.3834 4.2453 4.4187  C12 1.152
26 H -3.1327 2.2352 5.7534  C13 1.138
27 H -1.6343 0.5119 4.4902  C14 1.138
28 H 1.4458 3.1186 2.5059  C16 1.152
29 H 3.0591 2.2537 2.3858  C16 1.160
30 H 2.2329 4.5140 4.4018  C17 1.151
31 H 3.6446 3.3187 4.9023  C17 1.145
32 H 3.5202 4.6183 2.3311  O18 0.982
33 C -2.9641 -1.7365 -2.5034  Si34 1.893, H42 1.095, H43 1.093, H44 1.093
34 Si -1.4832 -2.2976 -3.5413  C33 1.893, C35 1.881, C36 1.881, N37 1.729
35 C -1.8930 -1.8618 -5.3246  Si34 1.881, H45 1.096, H46 1.091, H47 1.093
36 C -1.4012 -4.1695 -3.3762  Si34 1.881, H48 1.093, H49 1.092, H50 1.096
37 N -0.0542 -1.5102 -2.9691  Si34 1.729, Si38 1.728
38 Si 1.4807 -1.8056 -3.7051  N37 1.728, C39 1.881, C40 1.881, C41 1.894
39 C 1.5352 -1.2959 -5.5148  Si38 1.881, H51 1.091, H52 1.096, H53 1.093
40 C 2.0261 -3.6006 -3.5647  Si38 1.881, H54 1.093, H55 1.096, H56 1.091
41 C 2.8029 -0.7761 -2.8220  Si38 1.894, H57 1.094, H58 1.094, H59 1.095
42 H -3.8743 -2.2329 -2.8566  C33 1.095
43 H -2.8220 -1.9946 -1.4505  C33 1.093
44 H -3.1112 -0.6564 -2.5860  C33 1.093
45 H -2.8996 -2.2141 -5.5777  C35 1.096
46 H -1.2015 -2.3309 -6.0267  C35 1.091
47 H -1.8683 -0.7797 -5.4762  C35 1.093
48 H -1.0883 -4.4580 -2.3694  C36 1.093
49 H -0.7122 -4.6114 -4.0983  C36 1.092
50 H -2.3880 -4.6084 -3.5606  C36 1.096
51 H 0.9574 -1.9728 -6.1462  C39 1.091
52 H 2.5681 -1.3149 -5.8809  C39 1.096
53 H 1.1517 -0.2805 -5.6441  C39 1.093
54 H 1.9343 -3.9546 -2.5348  C40 1.093
55 H 3.0767 -3.7003 -3.8621  C40 1.096
56 H 1.4439 -4.2554 -4.2150  C40 1.091
57 H 2.8613 -1.0481 -1.7642  C41 1.094
58 H 2.5791 0.2915 -2.8995  C41 1.094
59 H 3.7824 -0.9557 -3.2769  C41 1.095